Molecular formula: C9H17NOS
Method: DFT, ωB97M-V/def2-TZVPD

The calculation puts the maximum force at 0.08176 Eh/bohr. As for the electronic energy: -881.10862 Ha. The spin multiplicity is 1. The value obtained for the energy above the lowest of the compared OMol25 structures with the same formula, charge and spin is 548.72 kJ/mol.

Bonds (Å) are listed after each position.
CARTESIAN COORDINATES (ANGSTROEM)
1 S -1.298 -2.807 0.539  N3 1.632, C10 1.658
2 O 1.590 0.745 0.549  C4 1.318, C12 1.462
3 N -0.583 -1.851 -0.573  S1 1.632, C8 1.364
4 C 1.630 -0.390 1.218  O2 1.318, C9 1.351, H27 1.154
5 C -3.757 1.875 0.152  C7 1.554, H22 1.101, H24 1.141, H25 1.104
6 C -1.858 0.041 0.069  C7 1.559, C8 1.339, H18 1.143
7 C -2.323 1.482 -0.301  C5 1.554, C6 1.559, H17 1.085, H29 1.153
8 C -1.253 -0.701 -0.868  N3 1.364, C6 1.339, H20 1.046
9 C 2.574 -1.355 1.292  C4 1.351, H15 1.050, H23 1.127
10 C -0.106 -3.898 0.910  S1 1.658, H13 1.086, H21 1.174
11 C 2.160 1.834 -1.606  C12 1.558, H16 1.080, H19 1.127, H26 1.018
12 C 2.657 0.940 -0.431  O2 1.462, C11 1.558, H14 1.053, H28 1.032
13 H -0.351 -4.872 1.322  C10 1.086
14 H 3.444 1.324 0.154  C12 1.053
15 H 3.423 -1.333 0.674  C9 1.050
16 H 1.166 2.192 -1.387  C11 1.080
17 H -1.620 2.219 0.073  C7 1.085
18 H -1.895 -0.280 1.166  C6 1.143
19 H 2.793 2.763 -1.682  C11 1.127
20 H -0.949 -0.426 -1.830  C8 1.046
21 H 0.965 -3.565 0.564  C10 1.174
22 H -4.314 0.945 0.344  C5 1.101
23 H 2.449 -2.069 2.155  C9 1.127
24 H -3.773 2.505 1.103  C5 1.141
25 H -4.287 2.380 -0.674  C5 1.104
26 H 2.240 1.443 -2.542  C11 1.018
27 H 0.626 -0.554 1.762  C4 1.154
28 H 2.932 -0.019 -0.698  C12 1.032
29 H -2.280 1.434 -1.452  C7 1.153